8 unconnected molecules or ions with the total composition C32H88N8O8. Source: the OMol25 dataset; level of theory: ωB97M-V with the def2-TZVPD basis set.

The total energy comes out at -62894.389 eV. The value obtained for the HOMO-LUMO gap (alpha / beta) is 7.478 / 1.997 eV. As for the HOMO energy (alpha / beta): -10.4174 / -10.4174 eV. The value obtained for the LUMO energy (alpha / beta) is -2.940 / -8.420 eV. Its net charge is +1. The energy above the lowest of the compared OMol25 structures with the same formula, charge and spin comes out at 72.4 kcal/mol. The spin multiplicity is 2. Its largest force on an atom is 5.35 eV Å⁻¹.

Last column: Löwdin spin population.
Element x y z (Å)
1 C 17.70504 -15.71642 10.10032  0.000
2 C 16.51530 -15.06861 9.34280  0.000
3 C 16.25841 -15.77478 7.93746  0.000
4 O 17.31923 -15.35004 7.10904  0.000
5 C 17.34719 -15.79929 5.79237  0.000
6 N 15.31659 -15.34600 10.18412  0.000
7 H 18.66487 -15.40254 9.69005  0.000
8 H 17.74917 -16.80529 10.12311  0.000
9 H 17.77309 -15.51089 11.16860  0.000
10 H 16.80268 -14.02850 9.18891  0.000
11 H 15.26040 -15.63957 7.52057  0.000
12 H 16.24041 -16.85972 8.04081  0.000
13 H 18.01439 -15.16653 5.20708  0.000
14 H 16.45474 -15.66151 5.18194  0.000
15 H 17.66238 -16.84224 5.76050  0.000
16 H 15.27952 -14.83449 11.05423  0.000
17 H 14.51353 -15.04769 9.64914  0.000
18 C 14.95902 -5.41993 -1.28710  0.000
19 C 15.21948 -6.33202 -0.07780  0.000
20 C 16.38142 -5.84357 0.86078  0.000
21 O 17.63740 -6.06286 0.22005  0.000
22 C 18.78084 -5.85869 1.08615  0.000
23 N 14.07629 -6.16531 0.84650  0.000
24 H 14.06400 -5.81306 -1.76926  0.000
25 H 15.74975 -5.45500 -2.03651  0.000
26 H 14.75437 -4.39577 -0.97517  0.000
27 H 15.36217 -7.40045 -0.23968  0.000
28 H 16.37605 -6.55676 1.68505  0.000
29 H 16.22275 -4.80197 1.14003  0.000
30 H 19.69895 -5.71888 0.51551  0.000
31 H 18.98471 -6.85861 1.46917  0.000
32 H 18.61230 -5.19904 1.93736  0.000
33 H 13.19003 -6.28136 0.37620  0.000
34 H 14.23219 -6.87171 1.55132  0.000
35 C 18.68677 -14.84169 1.44450  0.000
36 C 17.70433 -13.94681 0.53704  0.000
37 C 17.90585 -12.45961 0.82434  0.000
38 O 17.33966 -11.71837 -0.23703  0.000
39 C 17.20492 -10.33608 -0.05781  0.000
40 N 17.87639 -14.42727 -0.84991  0.000
41 H 18.37815 -14.75839 2.48657  0.000
42 H 19.73029 -14.56153 1.30071  0.000
43 H 18.70447 -15.91832 1.27522  0.000
44 H 16.65859 -14.10150 0.80274  0.000
45 H 18.97829 -12.26491 0.81722  0.000
46 H 17.57987 -12.07009 1.78876  0.000
47 H 16.75652 -9.89360 -0.94734  0.000
48 H 18.19635 -9.90741 0.08843  0.000
49 H 16.72251 -10.05993 0.87981  0.000
50 H 18.85875 -14.31944 -1.05834  0.000
51 H 17.49812 -13.61481 -1.31564  0.000
52 C 21.11928 -13.89748 -2.21891  0.000
53 C 20.78096 -13.77064 -3.62786  0.000
54 C 19.94253 -14.99686 -4.25079  0.000
55 O 19.66361 -14.65988 -5.64069  0.000
56 C 19.40177 -15.71387 -6.58426  0.000
57 N 20.18388 -12.54041 -3.91740  0.000
58 H 20.40291 -13.35160 -1.60497  0.000
59 H 22.11802 -13.48720 -2.06966  0.000
60 H 21.22298 -14.94328 -1.92963  0.000
61 H 21.76623 -13.85127 -4.08703  0.000
62 H 18.97767 -14.99231 -3.74370  0.000
63 H 20.43325 -15.96163 -4.12230  0.000
64 H 19.08407 -15.31981 -7.54960  0.000
65 H 18.48644 -16.18764 -6.22958  0.000
66 H 20.22299 -16.42151 -6.69808  0.000
67 H 19.43978 -12.40228 -3.24858  0.000
68 H 19.76905 -12.65074 -4.83164  0.000
69 C 11.96123 -10.73930 1.02273  0.000
70 C 12.08449 -9.96841 2.33841  0.000
71 C 13.52217 -9.18203 2.39035  0.000
72 O 13.74794 -8.10119 3.27903  0.000
73 C 13.51636 -8.50660 4.64142  0.000
74 N 11.08894 -8.93769 2.26526  0.000
75 H 12.80291 -11.39456 0.79846  0.000
76 H 11.76944 -10.05354 0.19747  0.000
77 H 11.06056 -11.35121 1.07235  0.000
78 H 11.82473 -10.51124 3.24724  0.000
79 H 13.75259 -8.60937 1.49199  0.000
80 H 14.40822 -9.80807 2.49565  0.000
81 H 13.68207 -7.49713 5.01774  0.000
82 H 14.29387 -9.15345 5.04781  0.000
83 H 12.47921 -8.73830 4.88377  0.000
84 H 10.18025 -9.37856 2.26917  0.000
85 H 11.09457 -8.48688 3.16904  0.000
86 C 21.11443 -12.75396 6.65936  0.007
87 C 20.24916 -12.50695 5.48022  0.108
88 C 19.63201 -11.04193 5.55135  0.152
89 O 18.68180 -10.71058 4.49755  0.128
90 C 18.82579 -9.52090 3.85843  0.016
91 N 21.16185 -12.49652 4.40826  0.490
92 H 20.54615 -12.62719 7.58082  0.000
93 H 21.85648 -11.95699 6.70754  0.001
94 H 21.56247 -13.74753 6.67269  0.002
95 H 19.39256 -13.18099 5.48195  0.010
96 H 20.34985 -10.24175 5.73166  0.000
97 H 19.10243 -11.10691 6.50184  0.039
98 H 18.01893 -9.48005 3.12672  0.000
99 H 19.76033 -9.43269 3.30440  0.006
100 H 18.46938 -8.74956 4.54114  0.007
101 H 21.95246 -11.91318 4.64223  0.016
102 H 20.72034 -12.16331 3.56318  0.018
103 C 17.83260 -20.30831 -5.48040  0.000
104 C 19.24619 -19.99571 -5.10534  0.000
105 C 19.36615 -19.42388 -3.75341  0.000
106 O 18.64908 -18.19047 -3.56549  0.000
107 C 18.76511 -17.67907 -2.26576  0.000
108 N 20.02928 -21.22798 -5.19545  0.000
109 H 17.22812 -20.75342 -4.69010  0.000
110 H 17.89384 -20.97810 -6.33815  0.000
111 H 17.20363 -19.48935 -5.82942  0.000
112 H 19.66939 -19.22729 -5.75229  0.000
113 H 20.42548 -19.28960 -3.53461  0.000
114 H 19.02225 -20.15953 -3.02632  0.000
115 H 19.74686 -17.82418 -1.81499  0.000
116 H 18.06003 -18.26449 -1.67563  0.000
117 H 18.49500 -16.62385 -2.30627  0.000
118 H 19.76447 -21.99132 -4.58941  0.000
119 H 20.98415 -20.99226 -4.96581  0.000
120 C 20.64611 -22.86113 2.87586  0.000
121 C 19.80135 -22.07809 3.90779  0.000
122 C 19.10805 -20.77804 3.43238  0.000
123 O 20.13120 -19.86767 3.09654  0.000
124 C 19.72682 -18.65395 2.42548  0.000
125 N 18.90110 -23.03827 4.52088  0.000
126 H 21.35167 -22.20113 2.37119  0.000
127 H 20.04594 -23.34395 2.10463  0.000
128 H 21.16051 -23.64196 3.43602  0.000
129 H 20.45062 -21.86189 4.75621  0.000
130 H 18.60823 -20.28973 4.26895  0.000
131 H 18.44383 -21.00027 2.59721  0.000
132 H 20.64634 -18.07466 2.34182  0.000
133 H 19.12141 -17.99499 3.04786  0.000
134 H 19.22204 -18.81896 1.47360  0.000
135 H 19.41550 -23.87305 4.76301  0.000
136 H 18.59677 -22.81118 5.45679  0.000